No. 1
Here is an isolated molecule of C4H6O2 from OMol25. Energies are from the ωB97M-V functional and the def2-TZVPD basis.

Geometry (Å):
O  -2.482  0.287  -0.413
C  -1.660  -0.649  -0.858
C  -0.401  -0.358  -1.262
C  0.349  -0.405  -0.156
C  1.667  0.153  0.239
O  1.430  1.341  0.991
H  -2.026  1.136  -0.561
H  -2.051  -1.652  -0.713
H  -0.161  -0.778  0.748
H  2.175  -0.601  0.856
H  2.301  0.429  -0.601
H  0.858  1.098  1.732

Summary:
E_LUMO	0.5	eV
SMILES	OC=C=CCO
molecular weight	86.1	g mol⁻¹
electronic energy	-306.34935	a.u.
2S+1	1
energy above the lowest of the compared OMol25 structures with the same formula, charge and spin	4.271	eV

No. 2
Here is a cluster of 3 separate species, CH3O4S in total in a non-equilibrium geometry from OMol25. Energies are from the ωB97M-V functional and the def2-TZVPD basis.

Geometry (Å):
C  -0.414  -1.911  0.803
O  0.660  0.384  -1.595
O  -0.626  2.316  -0.298
O  0.221  -2.134  -0.142
O  -1.162  -1.799  1.674
S  -0.869  0.931  -1.161
H  0.967  0.227  1.288
H  -0.016  2.128  0.412
H  1.238  -0.143  -0.981

Summary:
E_LUMO	3.6	eV
charge	-1
molecular weight	111.1	g mol⁻¹
electronic energy	-739.01397	a.u.
2S+1	1
energy above the lowest of the compared OMol25 structures with the same formula, charge and spin	3.032	eV

No. 3
Here is an isolated molecule of C21H21FN2O4S in a non-equilibrium geometry from OMol25. Energies are from the ωB97M-V functional and the def2-TZVPD basis.

Geometry (Å):
C  5.820  2.812  -0.835
C  4.742  1.861  -0.414
C  3.450  2.004  -0.913
C  2.443  1.141  -0.540
C  2.716  0.104  0.354
C  1.654  -0.795  0.742
N  0.379  -0.595  0.576
C  -0.239  -1.711  1.070
C  -1.697  -1.884  0.980
S  -2.053  -2.887  -0.513
O  -1.632  -4.237  -0.250
O  -3.439  -2.685  -0.870
C  -1.029  -2.245  -1.881
C  -1.176  -0.745  -2.084
O  -0.230  -0.031  -2.337
N  -2.448  -0.317  -1.999
C  -2.788  1.091  -2.035
C  -3.078  1.608  -0.648
C  -2.075  1.585  0.316
C  -2.330  2.025  1.604
C  -3.585  2.498  1.950
C  -4.570  2.515  0.980
F  -5.799  2.972  1.300
C  -4.340  2.074  -0.311
C  0.720  -2.577  1.525
C  0.637  -3.933  2.119
O  1.922  -1.987  1.324
C  4.008  -0.055  0.851
C  5.006  0.820  0.468
H  5.971  2.756  -1.913
H  6.760  2.584  -0.340
H  5.537  3.835  -0.594
H  3.238  2.803  -1.610
H  1.449  1.227  -0.948
H  -2.109  -2.456  1.806
H  -2.206  -0.932  0.862
H  -1.378  -2.790  -2.757
H  0.006  -2.503  -1.680
H  -3.167  -0.977  -1.723
H  -1.921  1.610  -2.455
H  -3.651  1.235  -2.688
H  -1.093  1.214  0.062
H  -1.544  2.000  2.342
H  -3.806  2.849  2.945
H  -5.140  2.102  -1.034
H  1.627  -4.377  2.153
H  -0.024  -4.552  1.514
H  0.237  -3.886  3.132
H  4.220  -0.860  1.538
H  6.005  0.692  0.859

Summary:
E_LUMO	0.6	eV
SMILES	Cc1ccc(-c2nc(CS(=O)(=O)CC(=O)NCc3cccc(F)c3)c(C)o2)cc1
molecular weight	416.5	g mol⁻¹
electronic energy	-1721.39430	a.u.
2S+1	1
energy above the lowest of the compared OMol25 structures with the same formula, charge and spin	0.000	eV

No. 4
Here is a structure of composition H7NbPSTl in a non-equilibrium geometry from OMol25. Energies are from the ωB97M-V functional and the def2-TZVPD basis.

Geometry (Å):
S  2.077  0.019  1.376
P  1.306  0.380  -0.374
Nb  -1.320  0.121  0.083
H  1.615  1.680  -0.766
H  1.699  -0.522  -1.367
H  -0.891  -1.215  1.255
H  -1.151  -0.995  -1.371
H  -0.759  1.439  -1.041
H  -1.245  1.516  1.294
H  -3.094  0.255  0.111
Tl  1.764  -2.677  0.800

Summary:
E_LUMO	-12.6	eV
charge	+2
molecular weight	367.4	g mol⁻¹
electronic energy	-972.15897	a.u.
2S+1	1

No. 5
Here is an isolated molecule of C7H10O in a non-equilibrium geometry from OMol25. Energies are from the ωB97M-V functional and the def2-TZVPD basis.

Geometry (Å):
C  -1.849  0.314  -1.795
C  -1.551  -0.026  -0.391
C  -0.107  0.107  0.356
C  0.578  1.397  -0.174
C  0.758  -1.265  0.571
C  1.847  -1.267  -0.146
C  -0.295  0.186  1.740
O  -1.096  -0.655  2.258
H  -1.284  1.059  -2.385
H  -2.914  -0.118  -2.267
H  -2.091  -0.818  0.269
H  -0.280  2.160  -0.305
H  1.206  1.112  -0.978
H  1.244  1.862  0.676
H  0.434  -2.015  1.453
H  2.277  -0.663  -1.175
H  2.456  -2.191  -0.060
H  0.666  0.824  2.353

Summary:
E_LUMO	0.3	eV
SMILES	C=CC(C)(C=C)C=O
molecular weight	110.2	g mol⁻¹
electronic energy	-347.73496	a.u.
2S+1	1
energy above the lowest of the compared OMol25 structures with the same formula, charge and spin	6.210	eV

No. 6
Here is an isolated molecule of C17H30N4O2 from OMol25. Energies are from the ωB97M-V functional and the def2-TZVPD basis.

Geometry (Å):
C  -0.247  -2.433  1.323
O  0.698  -1.593  0.702
C  0.267  -0.242  0.550
C  0.097  0.025  -0.940
N  -0.956  -0.799  -1.504
C  -2.252  -0.394  -1.352
O  -2.554  0.637  -0.760
N  -3.200  -1.231  -1.902
C  -4.571  -0.785  -1.998
C  -2.902  -2.586  -2.331
C  -2.463  -2.696  -3.759
C  -3.162  -3.089  -4.861
N  -2.297  -2.955  -5.924
C  -1.119  -2.502  -5.422
N  -1.185  -2.335  -4.122
C  0.056  -2.224  -6.303
C  -0.091  -2.933  -7.649
C  -1.492  -2.699  -8.213
C  -2.544  -3.328  -7.309
C  1.254  0.700  1.262
C  1.314  0.300  2.738
C  0.755  2.144  1.164
C  2.653  0.584  0.653
H  0.176  -3.436  1.346
H  -0.459  -2.113  2.350
H  -1.190  -2.455  0.765
H  -0.714  -0.115  1.024
H  -0.131  1.077  -1.111
H  1.023  -0.227  -1.456
H  -0.724  -1.396  -2.287
H  -4.618  0.254  -1.685
H  -4.930  -0.871  -3.027
H  -5.227  -1.375  -1.351
H  -2.124  -3.001  -1.688
H  -3.802  -3.186  -2.181
H  -4.172  -3.442  -4.987
H  0.129  -1.144  -6.461
H  0.964  -2.526  -5.782
H  0.666  -2.572  -8.344
H  0.073  -4.007  -7.523
H  -1.676  -1.625  -8.296
H  -1.590  -3.125  -9.212
H  -2.511  -4.418  -7.394
H  -3.547  -3.001  -7.583
H  1.667  -0.725  2.852
H  1.997  0.959  3.279
H  0.329  0.384  3.204
H  0.819  2.534  0.147
H  -0.284  2.225  1.490
H  1.364  2.789  1.802
H  2.677  0.948  -0.376
H  3.362  1.182  1.230
H  2.993  -0.453  0.662

Summary:
E_LUMO	0.6	eV
SMILES	CO[C@H](CNC(=O)N(C)Cc1cn2c(n1)CCCC2)C(C)(C)C
molecular weight	322.5	g mol⁻¹
electronic energy	-1035.32566	a.u.
2S+1	1
energy above the lowest of the compared OMol25 structures with the same formula, charge and spin	0.607	eV